{
  "formula": "C6H11IN2",
  "method": "wB97M-V/def2-TZVPD",
  "species": ["C", "C", "C", "C", "C", "C", "N", "N", "I", "H", "H", "H", "H", "H", "H", "H", "H", "H", "H", "H"],
  "positions_angstrom": [[0.716, -0.819, 0.751], [-0.174, 0.947, 0.953], [-0.555, -0.176, -0.020], [1.533, -1.983, 0.400], [0.355, 2.192, 0.380], [-0.285, -0.022, -1.497], [0.930, 0.193, 1.536], [-1.805, -0.800, 0.292], [-3.577, 0.335, 0.101], [-1.070, 1.023, 1.638], [1.007, -2.349, -0.550], [1.602, -2.833, 1.066], [2.518, -1.564, 0.195], [1.196, 1.892, -0.161], [0.536, 2.741, 1.232], [-0.385, 2.699, -0.184], [0.420, -0.836, -1.947], [0.316, 0.942, -1.612], [-1.222, -0.113, -2.129], [-2.057, -1.469, -0.446]],
  "relative_energy_kcal_mol": 61.40,
  "homo_energy_ev": -8.85,
  "gap_ev": 8.520
}

{
  "formula": "C6H11INS",
  "method": "wB97M-V/def2-TZVPD",
  "species": ["C", "C", "C", "C", "C", "C", "N", "S", "I", "H", "H", "H", "H", "H", "H", "H", "H", "H", "H", "H"],
  "positions_angstrom": [[0.655, 1.214, -0.018], [-0.411, 2.097, -0.177], [-2.232, 0.438, 0.723], [-1.390, 0.315, 1.900], [1.646, -1.389, -1.800], [1.406, -1.151, -0.289], [0.431, -0.114, -0.024], [-2.115, 1.613, -0.439], [-3.832, -0.926, 0.553], [1.704, 1.580, -0.082], [-0.326, 3.125, -0.482], [-0.608, -0.257, 1.637], [-1.870, -0.203, 2.674], [-1.156, 1.218, 2.389], [0.821, -2.082, -2.151], [1.609, -0.521, -2.340], [2.600, -1.908, -2.042], [2.361, -0.731, 0.151], [1.162, -1.990, 0.244], [-0.453, -0.327, -0.429]],
  "total_charge": 1,
  "homo_energy_ev": [-11.08, -13.31],
  "spin_multiplicity": 3,
  "gap_ev": [7.293, 6.097]
}

{
  "formula": "C6H11N",
  "method": "wB97M-V/def2-TZVPD",
  "species": ["C", "N", "C", "C", "C", "C", "C", "H", "H", "H", "H", "H", "H", "H", "H", "H", "H", "H"],
  "positions_angstrom": [[-0.833, 0.368, -1.640], [2.036, -0.123, -1.012], [1.049, -0.265, -0.062], [-0.247, -0.267, -0.398], [-1.199, -0.376, 0.758], [-2.076, 0.639, 0.913], [1.351, -0.688, 1.355], [-1.916, 0.164, -1.672], [-0.348, -0.137, -2.561], [-0.652, 1.467, -1.946], [1.744, 0.363, -1.814], [2.901, 0.195, -0.613], [-1.251, -1.252, 1.438], [-2.734, 0.572, 1.760], [-2.057, 1.537, 0.252], [0.990, -1.633, 1.547], [0.808, -0.084, 2.038], [2.434, -0.479, 1.659]],
  "relative_energy_kcal_mol": 26.87,
  "total_charge": -1,
  "homo_energy_ev": [1.31, -3.66],
  "spin_multiplicity": 2,
  "gap_ev": [2.942, 7.779]
}